No. 1
The following is a DFT calculation (ωB97M-V/def2-TZVPD) of a 8-piece molecular cluster, C8H32O8 overall.

XYZ file:
```
48
Properties=species:S:1:pos:R:3:forces:R:3:lowdin_charge:R:1
O -3.9332 -0.3617 0.9414 0.0 -0.4 -0.5 -0.081
O 3.6491 -0.6079 0.0702 0.4 0.1 0.7 -0.102
O -1.0238 0.7507 -0.1522 -0.9 -0.4 -0.8 -0.045
O -1.4992 -0.2584 2.5026 -0.6 -0.3 0.1 -0.128
O 0.9056 4.3122 -2.0720 -0.1 0.7 -0.5 -0.071
O 2.1441 2.7487 -0.1332 0.3 0.2 0.1 -0.037
O -3.2872 2.1702 -1.5813 0.5 0.5 0.0 -0.086
O 1.1954 0.0222 -1.3793 2.2 -0.9 -0.6 -0.114
C -4.9882 0.1219 1.7151 -2.5 0.2 0.6 -0.331
C 5.4002 -2.1917 0.0164 1.3 0.4 -0.2 -0.110
C 0.3880 -1.6031 2.2444 0.0 -1.6 -0.4 -0.081
C 1.1518 0.3983 -2.7386 -1.2 1.3 -0.8 -0.307
C -6.3420 -0.4188 1.1158 1.7 0.7 -1.1 -0.081
C 4.0238 -1.9025 0.5701 0.0 0.4 -1.9 -0.314
C 2.1927 -0.2733 -3.6225 -0.8 -1.1 0.1 -0.076
C -1.0015 -1.6074 2.8059 0.6 2.0 -0.3 -0.225
H -0.9271 0.8002 0.8088 -0.4 -0.5 0.0 0.049
H 3.1811 -0.2516 -3.1978 0.4 -0.2 0.3 0.061
H 2.2521 0.2455 -4.5582 0.0 0.5 -0.6 0.061
H 3.4211 -2.6734 0.0927 -0.7 -0.1 0.5 0.107
H -1.7606 0.1310 -0.3989 0.8 0.9 0.8 0.094
H 1.1215 1.5362 -2.7545 0.6 -1.2 -0.4 0.124
H 3.0641 3.0292 -0.1664 0.1 0.3 0.2 0.064
H 1.1723 3.7578 -1.3445 0.1 -0.9 0.7 -0.039
H 6.0538 -1.3008 0.0787 -0.4 -0.2 0.1 0.076
H 1.8888 -1.3362 -3.9014 0.5 1.2 0.7 0.099
H 0.3524 0.2347 -1.0187 -1.4 0.4 1.1 -0.002
H -1.6451 -2.2822 2.3001 -0.6 -0.7 -0.4 0.106
H -7.2800 -0.1336 1.5992 0.4 0.1 0.2 0.070
H -5.0731 -0.2482 2.7417 1.0 0.0 0.2 0.099
H -1.5269 0.3234 3.2673 0.1 -0.3 0.2 0.106
H 0.1661 0.1284 -3.1632 0.2 0.0 0.2 0.118
H 0.9344 -2.4965 2.5286 0.5 0.2 0.8 0.082
H 5.3629 -2.4401 -1.0708 -0.1 0.0 0.9 0.084
H 3.9693 -1.9482 1.6534 -0.1 0.1 0.1 0.103
H -5.0304 1.2306 1.7522 0.2 -0.5 -0.1 0.113
H -6.2333 -1.4940 1.0236 -0.2 -0.2 0.2 0.063
H 0.8706 -0.6627 2.3961 0.6 0.3 0.5 0.081
H -6.3233 -0.0373 0.0924 -0.5 -0.1 -0.1 0.066
H -3.3071 2.9822 -2.1248 0.2 -0.6 0.5 0.044
H 0.3840 -1.7762 1.1911 -0.4 0.4 -1.1 0.064
H 2.8395 -0.5716 -0.4472 -0.4 -0.5 0.0 0.027
H 5.9220 -2.9669 0.5896 -0.2 -0.2 -0.3 0.069
H -3.0923 -0.3597 1.4100 -0.1 0.2 0.6 0.028
H 2.2093 1.8786 -0.5283 -0.4 -0.8 -0.1 0.018
H -2.4541 2.1854 -1.0620 -0.6 0.1 -0.5 0.014
H -1.0216 -1.8134 3.8621 -0.1 0.1 0.5 0.112
H 1.5341 5.0298 -1.9538 -0.1 0.3 -0.3 0.029
```
Positions in Å, forces in eV/Å.

HOMO-LUMO gap	10.38	eV
SMILES string	CCO.CCO.CCO.CCO.O.O.O.O
2S+1	1

No. 2
The following is a DFT calculation (ωB97M-V/def2-TZVPD) of a 8-piece molecular cluster, C8H32O8 overall.

XYZ file:
```
48
Properties=species:S:1:pos:R:3:forces:R:3:lowdin_charge:R:1
O 2.1280 0.4373 -1.2347 -0.7 -1.5 -0.6 -0.134
O -1.6760 0.2669 1.4998 0.7 0.2 -0.4 -0.175
O 0.3610 -1.0968 2.9962 -0.3 0.9 0.5 -0.175
O -2.1863 2.8486 -4.8349 -0.7 -1.3 -0.7 -0.131
O -1.4419 2.9183 3.2488 1.2 -0.3 0.9 -0.152
O 0.5325 -1.8999 -3.1617 0.4 -0.8 0.3 -0.117
O 1.9907 -2.7352 1.7004 1.0 -1.1 0.2 -0.149
O -0.4085 1.1593 -0.5385 1.2 0.4 -0.8 -0.153
C -0.1548 -1.2514 4.3249 -0.1 -0.7 -0.1 -0.119
C -2.2553 1.7854 -5.8492 1.7 0.9 1.3 -0.109
C 2.6337 0.1246 0.0609 -0.2 1.7 0.6 -0.112
C -1.7246 -0.9860 0.8261 -1.0 -0.3 0.1 -0.153
C -0.2300 3.1179 4.0865 -1.7 0.2 -1.6 -0.103
C -0.7294 2.4055 -1.1115 -1.7 0.4 -0.5 -0.123
C 2.3465 -3.7677 2.6278 -1.0 -0.8 -0.4 -0.156
C 0.2461 -1.7318 -4.5307 -1.7 -1.0 -0.8 -0.165
H 2.0780 -4.7655 2.2030 0.1 0.6 0.1 0.077
H -1.3207 3.2311 -4.8156 0.8 0.2 -0.1 0.048
H 0.2194 2.1571 4.2477 0.6 -0.3 0.1 0.055
H 1.0777 -1.5766 -5.1869 1.0 0.2 0.0 0.066
H -0.8435 3.2278 -0.4293 0.5 0.2 0.9 0.078
H -0.7804 -2.1486 4.3579 -0.2 0.0 -0.1 0.075
H 0.6539 -1.4829 5.0577 -0.4 0.8 -0.6 0.091
H 3.4133 -3.8280 2.8421 0.1 0.4 0.0 0.066
H -0.8048 -0.4062 4.5914 0.5 -0.1 0.2 0.082
H 0.6529 -2.8585 -3.0075 0.0 0.9 0.0 0.096
H 2.7506 -0.9238 0.1171 0.5 -1.0 0.6 0.061
H 3.5297 0.7093 0.1962 0.7 -0.3 0.1 0.081
H -1.5729 1.9583 3.2195 -0.2 0.4 -0.3 0.032
H -0.5516 3.5382 5.0288 0.2 0.3 0.2 0.066
H 1.9594 -0.4765 -1.5737 -0.2 1.4 -0.5 0.093
H -2.5494 -0.9827 0.0865 0.0 -0.3 0.6 0.093
H -1.7099 0.8513 -5.5518 -0.2 0.9 -0.2 0.068
H -1.9189 2.1742 -6.8111 0.1 -0.2 0.0 0.076
H -0.4487 -0.9057 -4.6820 0.1 0.2 0.3 0.055
H -0.1748 -0.4097 2.5291 0.2 -0.6 0.3 0.058
H 0.5202 0.9936 -0.8895 -0.9 -0.5 0.8 0.068
H -1.2350 0.8189 0.7857 -0.3 -0.2 1.0 0.044
H -1.7057 2.4340 -1.6265 0.2 -0.7 0.0 0.089
H 1.3726 -2.1495 2.1441 -0.3 0.4 0.3 -0.001
H -0.8480 -1.1308 0.2284 0.8 -0.2 -0.2 0.061
H 1.7823 -3.7034 3.5815 0.3 0.2 -0.4 0.076
H -1.7959 -1.8032 1.5669 -0.2 0.4 -0.5 0.090
H -3.2736 1.5628 -5.8979 -1.6 -0.4 -0.2 0.051
H -0.2918 -2.6231 -4.9482 0.4 0.6 0.4 0.094
H 1.9725 0.4854 0.8642 -0.2 -0.3 -0.3 0.086
H 0.4214 3.7922 3.5090 -0.1 -0.3 0.5 0.080
H -0.0096 2.6455 -1.8471 0.9 0.5 -0.8 0.069
```
Positions in Å, forces in eV/Å.

HOMO-LUMO gap	10.28	eV
SMILES string	CO.CO.CO.CO.CO.CO.CO.CO
2S+1	1

No. 3
The following is a DFT calculation (ωB97M-V/def2-TZVPD) of a 8-piece molecular cluster, C8H33NO8 overall.

XYZ file:
```
50
Properties=species:S:1:pos:R:3:forces:R:3:lowdin_charge:R:1
O -4.6641 -4.0754 1.6047 -0.5 0.2 0.0 -0.060
O -3.3263 1.9257 -0.0206 1.2 0.8 0.9 -0.092
O 2.3285 3.1944 5.5012 0.2 0.0 0.1 -0.054
O 2.1227 4.0922 -1.2966 -0.1 -0.3 0.1 -0.054
O 1.8045 -1.6717 -4.0927 0.3 -0.8 -0.6 -0.202
O 2.1096 -1.7729 2.6041 0.0 -0.2 -0.2 -0.055
O 0.5102 2.1291 2.0016 0.2 -0.1 0.3 -0.047
O 2.4121 6.6993 1.9680 -0.1 -0.2 -0.2 -0.053
N 3.9780 -0.1986 -1.3739 -0.9 0.2 0.3 0.058
C -3.5486 0.7443 -0.7359 -0.3 0.8 -1.3 -0.326
C 4.2774 -2.2923 -2.4625 0.9 -0.6 0.4 -0.082
C 2.0688 -1.1507 -2.8058 0.5 0.8 -0.2 -0.201
C 3.5936 -0.9468 -2.5198 0.1 -1.9 -2.8 -0.476
C -3.1211 -3.3313 3.2725 1.0 1.1 0.3 -0.103
C 0.4289 -2.0190 -4.2776 0.8 0.2 0.3 -0.098
C -4.5304 -3.5690 2.9104 0.1 -0.6 0.9 -0.376
C -4.3479 1.1218 -1.9882 -0.4 -1.3 0.4 -0.090
H -5.2487 1.6257 -1.6377 -0.2 0.0 -0.4 0.069
H -2.7899 -2.4031 2.8068 0.5 -0.2 -0.3 0.074
H 2.1343 4.8342 -0.6919 0.0 0.3 0.2 0.021
H 1.8239 7.3952 2.2610 -0.2 0.2 0.0 0.029
H -0.1510 -1.1039 -4.1574 -0.5 -0.1 0.0 0.082
H 4.1522 -2.7444 -1.4787 -0.3 -0.4 0.0 0.077
H 1.6478 -1.8297 -2.0644 -0.2 0.1 0.4 0.124
H 4.0704 -0.5610 -3.4209 -0.5 0.9 -0.2 0.136
H 1.7741 -0.8932 2.4318 -0.2 0.3 -0.1 0.018
H 1.8867 3.1557 4.6529 -0.1 -0.1 -0.3 0.018
H 2.6431 -1.6761 3.3929 0.1 0.0 0.2 0.029
H 0.1226 -2.7868 -3.5672 -0.1 0.1 0.4 0.083
H 3.4527 -0.6777 -0.6565 0.2 0.2 1.0 0.072
H -4.0336 0.0315 -0.0690 -0.2 -0.4 -0.4 0.109
H -5.0867 -2.6429 3.0553 -0.3 0.1 -0.1 0.113
H -3.8356 1.7202 -2.7416 0.3 0.2 0.5 0.076
H -3.0897 -3.1257 4.3424 0.1 -0.1 0.1 0.078
H 5.3536 -2.1504 -2.5616 0.1 0.2 0.1 0.075
H -5.6169 -4.1832 1.5586 -0.1 -0.3 -0.8 0.079
H 1.6042 -0.1647 -2.8095 -0.4 0.2 0.7 0.118
H 0.9961 2.6818 1.3896 0.2 0.1 -0.2 0.024
H 3.5471 0.7113 -1.4540 0.0 0.5 0.2 0.070
H -2.6047 0.3443 -1.1064 0.3 0.0 0.6 0.110
H -4.1535 2.3181 0.2681 -0.1 -0.2 -0.1 0.079
H -2.4484 -4.1672 3.0800 -0.1 0.1 -0.2 0.086
H 4.0390 -2.9843 -3.2703 -0.5 0.1 0.1 0.079
H -0.4003 2.1952 1.7137 -0.3 0.0 -0.1 0.028
H 3.1563 6.7456 2.5682 0.2 -0.1 0.1 0.031
H 1.6877 3.5970 6.0874 -0.1 0.1 0.2 0.028
H 2.4470 4.4508 -2.1227 0.1 0.0 -0.2 0.031
H 0.2682 -2.4669 -5.2582 0.3 0.4 -0.1 0.085
H -4.8509 -4.3042 3.6484 -0.7 -0.2 0.0 0.108
H -4.5928 0.1797 -2.4785 -0.5 0.0 -0.2 0.069
```
Positions in Å, forces in eV/Å.

HOMO-LUMO gap	9.73	eV
SMILES string	COC[C@H](C)N.CCO.CCO.O.O.O.O.O
2S+1	1

No. 4
The following is a DFT calculation (ωB97M-V/def2-TZVPD) of a 9-piece molecular cluster, C8H33NO9 overall.

XYZ file:
```
51
Properties=species:S:1:pos:R:3:forces:R:3:lowdin_charge:R:1
O 12.9534 23.7798 -27.6316 -0.1 1.2 -0.2 -0.353
O 15.3156 23.4380 -24.3954 0.1 0.2 0.3 -0.127
O 15.9819 27.7868 -26.9890 -0.1 0.3 -0.5 -0.154
O 18.3491 25.6768 -24.5255 0.6 -0.2 0.1 -0.178
O 16.6017 24.7017 -29.9156 0.1 0.2 0.5 -0.114
O 16.3804 25.1496 -26.3106 0.7 1.1 0.5 -0.360
O 12.2390 28.1684 -27.2318 0.2 0.2 0.2 -0.153
O 10.8722 22.6092 -29.6766 0.3 0.7 0.3 -0.423
O 13.1764 26.8040 -23.5105 0.0 0.4 0.5 -0.134
N 13.7396 25.8296 -26.1145 0.1 0.2 0.3 0.234
C 12.0731 24.4858 -28.4300 -0.1 -0.3 1.7 -0.490
C 16.6449 28.7569 -26.2392 0.6 -0.2 0.1 -0.196
C 13.3730 28.2190 -23.6270 0.1 -0.6 0.1 -0.118
C 11.4193 23.8595 -29.6998 -0.6 -1.2 -0.1 -0.571
C 12.3583 28.2802 -28.6474 -0.3 -0.1 -0.1 -0.155
C 15.9758 25.9662 -29.7114 -0.1 0.4 -1.2 -0.167
C 19.4795 25.9020 -25.3303 -0.4 0.3 -0.5 -0.210
C 16.2552 23.3795 -23.3488 0.1 0.2 -0.4 -0.201
H 11.4614 27.8879 -29.1335 0.0 0.0 0.0 0.078
H 13.2311 24.9660 -26.5166 0.1 -1.4 -1.1 0.067
H 12.6673 28.5872 -24.3718 0.1 0.3 0.1 0.070
H 11.2394 24.8518 -27.7648 -0.5 -0.2 -0.2 0.065
H 13.1835 27.6431 -28.9555 0.1 0.1 0.0 0.060
H 20.4094 26.0734 -24.7820 -0.3 0.0 0.5 0.059
H 10.6186 24.6238 -29.9122 0.0 0.5 -0.3 0.043
H 12.8749 26.6104 -22.6221 0.0 -0.2 0.0 0.080
H 14.4010 28.3923 -23.9481 -0.1 0.1 -0.1 0.069
H 12.4566 25.5010 -28.7549 0.4 -0.1 -0.5 0.046
H 16.7952 24.6652 -30.8532 0.0 -0.2 0.0 0.056
H 16.2683 26.8680 -26.7477 -0.4 0.2 0.5 0.017
H 16.1364 24.2182 -22.6484 -0.1 -0.2 0.2 0.066
H 16.1454 22.4195 -22.8412 -0.1 0.1 0.2 0.063
H 11.6289 28.8341 -26.9099 -0.1 -0.1 -0.1 0.066
H 16.3335 29.7607 -26.5387 -0.4 -0.1 0.0 0.067
H 17.0035 25.4633 -26.9744 0.0 -0.8 -0.4 -0.032
H 13.2280 28.6971 -22.6565 -0.1 0.2 -0.1 0.073
H 14.7784 25.6428 -26.2171 -0.5 0.0 -0.1 0.052
H 17.7334 28.7544 -26.4082 0.0 -0.2 0.0 0.061
H 13.4742 26.0010 -25.1430 0.2 -0.1 -0.3 0.069
H 15.4161 26.1977 -30.6271 -0.2 0.2 0.2 0.075
H 17.6203 25.4437 -25.1762 -0.4 0.0 0.2 0.015
H 15.2665 26.0067 -28.8911 0.2 -0.6 0.2 0.060
H 16.4964 28.6111 -25.1620 -0.1 0.2 0.0 0.066
H 12.1661 23.9432 -30.5282 0.3 0.2 -0.1 0.050
H 13.4422 26.6179 -26.6857 0.1 0.0 0.2 0.061
H 15.6090 24.1377 -25.0129 0.1 -0.5 -0.2 0.019
H 16.7163 26.7667 -29.5931 0.0 -0.1 0.2 0.065
H 19.2829 26.8008 -25.9340 0.4 0.0 -0.2 0.058
H 12.5301 29.3188 -28.9497 0.1 0.0 0.0 0.068
H 19.6868 25.0702 -26.0155 -0.1 0.0 0.0 0.075
H 17.2836 23.4510 -23.7173 0.0 -0.1 0.0 0.060
```
Positions in Å, forces in eV/Å.

net charge	-2
HOMO-LUMO gap	2.81	eV
2S+1	1

No. 5
The following is a DFT calculation (ωB97M-V/def2-TZVPD) of a 12-piece molecular cluster, C8H34O11 overall.

XYZ file:
```
53
Properties=species:S:1:pos:R:3:forces:R:3:lowdin_charge:R:1
O -1.7010 3.5698 1.5796 -1.4 -0.3 -0.9 -0.066
O -4.2573 -0.0784 0.0587 2.1 -1.2 -3.0 -0.128
O -1.8532 1.6159 -3.1105 1.1 -2.9 -0.7 -0.118
O -4.1924 2.6277 0.2321 0.1 -1.5 0.4 -0.116
O 0.6843 4.4357 1.1323 0.6 3.9 3.6 0.016
O 2.0630 -0.4840 -2.7510 1.1 -1.7 -0.9 -0.078
O -0.5216 -0.9171 -3.6756 -2.4 -1.0 3.6 -0.057
O 0.0858 -4.3402 -0.2241 1.3 2.6 2.8 -0.144
O -0.7062 -3.4606 -2.7906 0.2 -0.5 2.0 -0.072
O -2.7935 -0.9406 3.2236 -4.2 2.3 0.4 -0.013
O -1.0622 -2.1226 0.3120 -1.4 -1.1 -0.2 -0.049
C 1.2283 1.7159 -0.9682 -2.9 0.8 -2.1 0.068
C -0.3022 0.3331 2.0808 -1.5 -0.3 3.0 -0.015
C 3.8716 -1.4082 1.4013 1.2 1.1 -0.2 -0.101
C 0.0337 1.0751 1.0479 -1.9 2.8 -0.5 -0.146
C 2.4280 -0.8753 1.3492 1.8 1.5 0.5 -0.191
C 3.4660 1.4322 1.0622 -4.4 2.4 -2.1 0.080
C 1.2239 1.1447 0.2245 0.9 -1.2 1.4 -0.304
C 2.4417 0.5683 0.9395 0.4 1.6 -2.7 -0.268
H -0.5404 -1.8185 -3.1916 -0.7 1.7 -0.2 0.031
H -2.0866 0.8848 -3.7442 -0.8 1.3 0.2 0.035
H 1.9198 1.6194 -1.7543 1.8 0.0 0.0 0.038
H -3.4452 -1.2416 2.5627 -0.7 0.8 0.6 0.058
H -3.4077 -0.1195 0.5618 -0.7 -0.1 -0.7 0.022
H -0.6693 1.9741 0.8660 1.0 -1.9 -0.1 0.112
H 0.3011 2.1608 -1.5431 1.3 -0.8 2.1 0.119
H -3.9957 1.8677 0.8806 -1.1 1.4 -2.1 0.052
H 4.3973 1.2558 1.3718 3.4 -1.0 1.5 0.007
H -4.5474 2.2147 -0.6119 0.9 0.4 1.9 0.071
H -1.4138 3.4753 2.4833 -0.5 -0.4 0.6 0.064
H -1.2076 0.5088 2.7265 0.5 0.6 -1.5 0.062
H 4.3763 -0.9396 2.2778 -0.4 -0.6 -0.4 0.089
H 1.2733 4.1571 0.5254 2.4 -1.9 -3.2 -0.044
H -2.5089 3.0406 1.3298 1.2 1.0 0.6 0.053
H 2.1964 -1.2807 -3.3251 -0.9 0.9 0.4 0.059
H -0.0425 -3.8567 -3.3484 0.3 -0.4 -0.4 0.052
H 2.9909 -0.4499 -2.4899 0.2 0.8 0.6 0.043
H 4.6216 -1.2402 0.5851 -1.2 0.6 0.0 0.089
H -0.4779 -1.3897 0.2984 0.6 1.6 -0.3 -0.010
H -2.1958 -1.5285 2.9366 4.6 -3.3 -1.0 -0.051
H -1.3380 -2.3441 -0.6027 0.4 0.5 0.8 0.061
H -0.4626 -3.8071 -1.8617 -0.4 0.4 -1.4 0.045
H -0.4466 -4.7208 0.5071 0.2 0.0 -0.8 0.063
H 0.3904 -3.4291 0.3096 -1.3 -3.4 -2.3 0.129
H -0.1159 4.0043 1.1981 -2.5 -1.7 -0.7 -0.078
H 1.6806 -1.4591 0.8126 0.2 0.0 0.3 0.095
H 3.9210 -2.4541 1.4591 -0.2 -1.6 0.8 0.040
H -1.0608 1.0482 -2.8898 -0.4 1.4 0.6 0.006
H -3.9342 -0.2748 -0.9453 -1.1 0.7 3.6 0.139
H 2.2337 -0.6470 2.3971 -0.9 -1.3 0.2 0.108
H 3.2560 2.5203 0.7049 0.5 -2.1 0.8 0.106
H 0.1791 -0.4067 2.7143 1.0 -0.3 -1.0 0.063
H 0.0226 -1.2157 -4.3242 2.6 -0.4 -3.7 -0.030
```
Positions in Å, forces in eV/Å.

HOMO-LUMO gap	8.73	eV
SMILES string	C=CC(=C)C(=C)CC.O.O.O.O.O.O.O.O.O.O.O
2S+1	1

Ordered HOMO energy results: -10.0638, -9.7565, -9.3760, 1.4033, -9.0632; unit eV.
Ordered LUMO level results: 0.31, 0.52, 0.35, 4.21, -0.34; unit eV.
Ordered strongest force on any atom results: 2.610, 2.360, 3.423, 1.806, 5.769; unit eV/A.